Version A
16
Properties=species:S:1:pos:R:3 method="wB97M-V/def2-TZVPD" total_charge=+1 e_homo_ev=-12.014
O 1.07937 0.27532 0.07544
C 0.06068 0.43820 -0.52698
C -1.00348 -0.56566 -0.32346
C -2.36209 -0.18656 -0.36346
C -2.92471 0.39449 0.99542
N 4.29378 -0.16067 -0.14003
H -0.12342 1.36194 -1.10885
H -0.77262 -1.59655 -0.03870
H -2.47714 0.59699 -1.11432
H -2.95870 -1.07105 -0.60306
H -3.93453 0.73702 0.84406
H -2.24843 1.14179 1.38090
H -2.90674 -0.40437 1.73060
H 3.30123 -0.22803 -0.00440
H 4.77783 0.10093 0.70115
H 4.69407 -0.95880 -0.60258



Version B
16
Properties=species:S:1:pos:R:3 method="wB97M-V/def2-TZVPD" total_charge=+1 e_homo_ev=-15.202
C -1.73459 0.80298 0.50822
C -0.34223 0.27118 0.41857
C -0.02166 -1.31381 0.64437
C 1.94120 0.71267 -0.27506
N -1.20179 0.45727 -0.86113
O 0.75320 1.05500 0.39704
H -2.38973 0.03895 0.90880
H -1.93932 1.80097 0.71386
H -0.71285 -1.87816 1.20887
H 0.98450 -1.32200 1.05135
H -0.08890 -1.88887 -0.34645
H 1.94992 -0.31440 -0.56438
H 2.77148 0.99614 0.31455
H 2.02975 1.40261 -1.24908
H -1.71339 -0.18733 -1.43370
H -0.92865 1.41530 -1.36460



Version C
16
Properties=species:S:1:pos:R:3 method="wB97M-V/def2-TZVPD" total_charge=+1 e_homo_ev=-13.954
C 1.81625 1.83493 0.48195
C 0.59308 1.09311 0.01457
C 0.76253 -0.24871 0.17195
N -0.24756 -1.19532 -0.27514
C 0.04586 -2.27380 -0.85610
H 2.48222 1.70778 -0.47951
H 1.62664 3.03576 0.43762
H 2.13613 1.60108 1.35660
H -0.17002 1.69597 -0.36994
H 1.61670 -0.67694 0.91942
H -1.21278 -0.86970 -0.10758
H -0.66624 -2.95661 -1.27053
H 1.10730 -2.75970 -0.73415
H -3.61383 -0.22401 -0.35503
H -3.44027 0.26495 0.88126
O -2.83598 -0.02880 0.18459



Version D
16
Properties=species:S:1:pos:R:3 method="wB97M-V/def2-TZVPD" total_charge=+1 e_homo_ev=-14.752
O -1.62308 -1.48281 -0.56649
C -1.15498 -0.49867 -1.05386
C 0.03681 0.30334 -0.48133
N 0.33900 -0.11278 0.91091
C 0.78791 -1.54151 1.04170
C -0.24068 1.77422 -0.62429
H -1.55569 -0.09600 -2.00375
H 0.88966 0.02301 -1.11882
H 1.02371 0.50216 1.35163
H -0.52140 -0.04420 1.46551
H 0.36936 -2.15487 0.26753
H 0.59568 -1.91725 2.03622
H 1.86827 -1.52792 0.83771
H 0.65460 2.37969 -0.84630
H -0.61934 2.27721 0.25839
H -0.84982 2.11638 -1.47476



Q: Which of them is the most stable? A: version D.



Version A
16
Properties=species:S:1:pos:R:3 method="wB97M-V/def2-TZVPD" total_charge=+1 e_homo_ev=-13.347
C 0.66983 -0.08769 1.38437
C -0.06017 0.86129 0.75728
O -1.37239 0.92940 1.04182
C 0.43201 1.87680 -0.23204
H 1.75128 -0.04158 1.36919
H 0.17113 -0.65400 2.15967
H -1.80003 1.67343 0.61519
H 1.49501 2.08542 -0.15369
H 0.27252 1.47699 -1.24359
H -0.18686 2.77119 -0.18568
C -0.31925 -2.23408 -1.38837
N 0.65070 -1.41410 -1.23047
H -1.04434 -2.27269 -0.57996
H -0.41264 -2.83130 -2.28653
H 1.06318 -1.01110 -2.06797
H 0.65251 -0.90324 -0.25655



Version B
16
Properties=species:S:1:pos:R:3 method="wB97M-V/def2-TZVPD" total_charge=+1 e_homo_ev=-15.143
O 0.45294 1.96949 -1.41897
C 1.04104 1.60781 -0.43280
C 0.41154 0.52246 0.39932
N -0.95907 0.28101 -0.22239
C -1.60623 -1.05988 -0.02835
C 1.32107 -0.66353 0.43134
H 1.99871 2.09910 -0.24023
H 0.22030 0.87314 1.41700
H -0.79130 0.52572 -1.21318
H -1.68107 0.94744 0.04813
H -1.95926 -1.15880 0.99027
H -2.38766 -1.13250 -0.78305
H -0.90513 -1.83039 -0.31875
H 1.65027 -1.06672 -0.52554
H 2.27058 -0.40875 0.90839
H 0.92325 -1.50561 0.98881



Version C
16
Properties=species:S:1:pos:R:3 method="wB97M-V/def2-TZVPD" total_charge=+1 e_homo_ev=-13.355
C -0.38514 -1.81245 0.07876
C -0.13205 2.34274 -0.35623
C 0.22067 -2.76311 1.04069
C 0.77679 3.47559 -0.02914
N -0.87420 -2.15717 -1.09814
O 0.05264 1.14573 -0.37679
H -0.48019 -0.78193 0.28992
H -1.24735 2.75098 -0.29067
H -0.35576 -2.75555 1.95539
H 1.23545 -2.49751 1.47694
H 0.29035 -3.65655 0.56083
H 0.31495 4.43664 -0.24514
H 1.74424 3.45336 -0.65566
H 1.08236 3.28450 1.01692
H -0.86727 -3.01252 -1.67997
H -1.37548 -1.45274 -1.68770



Q: Which of them is the most stable? A: version B.



Version A
16
Properties=species:S:1:pos:R:3 method="wB97M-V/def2-TZVPD" total_charge=+1 e_homo_ev=-13.052
C -0.97894 0.74137 0.16721
C 0.23597 -0.16979 0.20254
C 1.43290 0.28756 -0.46044
C 2.28698 -1.02560 -0.72182
O 2.14379 -1.53731 -1.80068
N -2.18170 0.14073 0.74047
H -1.21551 1.01075 -0.86892
H -0.82714 1.61276 0.85937
H -0.11989 -1.05312 -0.38277
H 0.62859 -0.27608 1.22754
H 2.09583 0.98290 0.04426
H 1.25423 0.70598 -1.40826
H 3.01486 -1.49335 0.09203
H -2.30411 -0.29737 1.62232
H -2.86246 0.91647 0.60515
H -2.60339 -0.54590 0.08200



Version B
16
Properties=species:S:1:pos:R:3 method="wB97M-V/def2-TZVPD" total_charge=+1 e_homo_ev=-15.994
C 0.59547 1.66039 0.37429
C -1.26400 -1.16957 0.46131
C 1.82496 -0.36606 0.01357
C -0.91194 -0.24417 -0.63393
N 0.66683 0.47848 0.03791
O -1.69960 0.80166 -0.72903
H -0.35323 2.16833 0.28931
H 1.40321 2.04962 0.84783
H -1.43933 -2.17918 0.08234
H -2.19930 -0.96486 0.95404
H -0.54055 -1.28682 1.29441
H 1.44042 -1.19524 0.51268
H 2.59688 0.19698 0.61157
H 2.07112 -0.49535 -1.08190
H -0.64356 -0.69058 -1.51641
H -1.54739 1.23635 -1.51800



Q: Which of them is the most stable? A: version A.



Version A
16
Properties=species:S:1:pos:R:3 method="wB97M-V/def2-TZVPD" total_charge=+1 e_homo_ev=-14.987
C 1.04569 -1.29864 -0.69718
C 0.28666 -0.27647 0.04512
C 1.10656 1.30238 0.33531
C -1.77945 0.16992 1.22588
N -0.00309 -0.65084 -1.45216
O -0.87438 -0.75029 0.68749
H 2.04462 -0.89919 -0.88084
H 1.12988 -2.29798 -0.50140
H 0.31880 1.79287 0.94267
H 1.25470 1.85815 -0.61132
H 2.12459 1.02295 0.56361
H -1.29949 0.85020 1.90089
H -2.33973 -0.43919 1.81588
H -2.47605 0.68641 0.49471
H 0.28376 0.09860 -2.06018
H -0.82307 -1.16888 -1.80850



Version B
16
Properties=species:S:1:pos:R:3 method="wB97M-V/def2-TZVPD" total_charge=+1 e_homo_ev=-14.836
O 0.99979 -2.63725 0.95223
C 1.05145 -2.51232 -0.24672
C 0.22436 -1.23941 -0.70376
N 0.19250 -0.21156 0.49235
C 0.11111 1.24937 0.07745
C -1.26793 1.93247 0.24427
H 1.94958 -2.64123 -0.89535
H 0.87270 -0.89719 -1.51652
H -0.83217 -1.48345 -1.04523
H 1.02135 -0.44723 1.09951
H -0.72246 -0.33717 1.06771
H 0.14952 1.29351 -1.05770
H 0.93086 1.79148 0.63560
H -1.15493 3.04851 -0.13821
H -1.49521 1.98380 1.29279
H -2.03052 1.10766 -0.25841



Version C
16
Properties=species:S:1:pos:R:3 method="wB97M-V/def2-TZVPD" total_charge=+1 e_homo_ev=-15.358
C -0.08123 0.41785 -0.39210
C -1.10549 -1.81149 -0.67264
C 0.53836 -1.49275 1.08469
C 0.68955 2.81770 -0.12413
N -0.12643 -0.83727 -0.04034
O 0.71489 1.49851 0.36152
H -0.75797 0.65864 -1.21428
H -0.86673 -1.74969 -1.70563
H -2.07712 -1.41601 -0.50012
H -0.85313 -2.81440 -0.21332
H -0.27520 -1.56771 1.87723
H 1.25090 -0.81123 1.44176
H 0.86759 -2.48207 0.84432
H -0.28817 3.33770 0.06228
H 0.95101 2.84501 -1.14948
H 1.41918 3.40720 0.34023



Q: Which of them is the most stable? A: version C.



Version A
16
Properties=species:S:1:pos:R:3 method="wB97M-V/def2-TZVPD" total_charge=+1 e_homo_ev="-14.651 / -14.639"
C -0.51255 1.05295 0.10972
C 2.01454 0.65958 -0.27670
C 0.55390 -1.33151 0.04859
C -1.84262 0.47877 0.31250
N 0.75376 0.05405 -0.08184
O -2.24928 -0.62459 -0.41678
H -0.32526 2.07022 0.07142
H 1.88695 1.71642 -0.55258
H 2.56467 -0.09593 -0.77202
H 2.61792 0.69450 0.65995
H 0.85944 -1.97877 -0.77009
H -0.45616 -1.68057 0.19619
H 1.29019 -1.77325 0.75394
H -1.67252 -0.03420 1.39599
H -2.70518 1.14680 0.47122
H -2.77780 -0.35449 -1.14950



Version B
16
Properties=species:S:1:pos:R:3 method="wB97M-V/def2-TZVPD" total_charge=+1 e_homo_ev="-13.163 / -12.982"
C -1.41114 1.55123 -0.14621
C -1.31027 0.05899 -0.01360
C 0.96945 0.64497 0.44524
C 0.46228 -1.73655 -0.07259
N 0.10396 -0.31696 -0.30336
O 2.09612 0.89700 -0.22928
H -1.19135 2.01215 -1.09072
H -1.88684 2.13273 0.61581
H -1.54666 -0.25308 1.00585
H -1.97758 -0.47491 -0.70341
H 0.96196 0.54285 1.52004
H 0.31516 -1.98034 0.97877
H -0.16292 -2.39060 -0.67684
H 1.50420 -1.89927 -0.34098
H 0.28827 -0.10041 -1.29244
H 2.78535 1.31223 0.30371



Version C
16
Properties=species:S:1:pos:R:3 method="wB97M-V/def2-TZVPD" total_charge=+1 e_homo_ev="-11.932 / -12.373"
C 1.44074 0.39561 -0.01494
C -0.83681 -0.13459 0.33899
C 2.78494 -0.28606 -0.01946
C -1.90978 -1.17788 0.21681
N -1.32800 1.27861 -0.10043
O 0.42458 -0.43546 0.18926
H 1.17574 1.41505 -0.44643
H 3.41168 0.20642 0.75909
H 3.24357 -0.10513 -1.01740
H 2.62134 -1.35613 0.18862
H -1.76432 -2.06648 0.94344
H -2.06131 -1.58475 -0.82351
H -2.99453 -0.95871 0.39334
H -0.48735 1.71620 -0.52954
H -1.64256 1.90769 0.66087
H -2.07793 1.18562 -0.73871



Q: Which of them is the most stable? A: version B.



Version A
11
Properties=species:S:1:pos:R:3 method="wB97M-V/def2-TZVPD" e_homo_ev=-10.118
C 1.99806 -0.36141 -0.33710
C 0.02549 1.03322 -0.02340
C 1.09400 0.43003 0.48240
N 1.69852 -0.81439 -1.45304
Cl 3.57643 -0.62744 0.44358
Cl -2.52551 -1.16410 0.24464
H -0.18706 0.97758 -1.07644
H -3.40957 -1.72032 0.99508
H -0.64027 1.62070 0.59303
H 1.34098 0.50145 1.53211
H 2.38118 -1.36755 -1.95759



Version B
11
Properties=species:S:1:pos:R:3 method="wB97M-V/def2-TZVPD" e_homo_ev=-8.500
C -0.62431 0.70432 -0.23138
C -1.56574 -0.11913 0.15017
C 1.34168 -0.71250 -0.03510
N 0.73445 0.57451 -0.39528
Cl -3.19516 0.33976 0.06545
Cl 1.67491 1.93333 0.18214
H -1.00262 1.63389 -0.15830
H -1.57034 -1.18070 0.47807
H 2.26419 -0.91114 -0.42664
H 1.28511 -0.83047 1.05507
H 0.65783 -1.43188 -0.68420



Q: Which of them is the most stable? A: version A.